a:
Here is a single C5H7F molecule from OMol25. Energies are from wB97M-V/def2-TZVPD.

Atoms and positions in Å:
C  -1.1879  -1.2800  -0.0816
C  -0.4025  0.0031  -0.0548
C  -0.9712  1.1558  -0.0076
C  1.0499  -0.1670  -0.0242
C  1.9524  0.7784  -0.0842
H  -0.9344  -1.6487  0.8611
H  -2.2666  -1.2229  -0.0717
H  -0.8123  -1.9503  -0.7993
H  -0.4379  2.0893  0.1982
H  -2.0342  1.2268  0.1683
H  2.9945  0.7472  0.1472
H  1.4978  1.7581  -0.2855
F  1.5523  -1.4898  0.0340

Results
LUMO in eV: 0.82
HOMO-LUMO gap in eV: 9.94

***

b:
Here is a single C5H7F molecule from OMol25. Energies are from wB97M-V/def2-TZVPD.

Atoms and positions in Å:
C  -0.0633  -0.1781  0.7519
C  0.8859  -0.7613  0.1035
C  0.8976  -0.1938  -1.3437
C  -0.5035  0.5015  -1.5805
C  -1.0168  0.6191  -0.0366
H  1.8349  -1.1004  0.6696
H  1.1468  -0.7956  -2.1804
H  1.8439  0.3876  -1.3977
H  -0.5608  1.4161  -2.2157
H  -1.1528  -0.2793  -1.9984
H  -0.9900  1.6586  0.3868
H  -2.0675  0.3196  0.0699
F  -0.1393  -0.1701  2.1443

Results
LUMO in eV: 1.13
HOMO-LUMO gap in eV: 10.41

***

Tell me which of them is the most stable. Sure, it is b.

***

a:
Here is a molecular structure, C5H14N3O from OMol25. Energies are from wB97M-V/def2-TZVPD.

Atoms and positions in Å:
C  -0.4036  -1.7736  -0.3883
C  1.9818  0.0085  -0.7702
C  0.4812  1.7772  -0.0207
C  0.9561  -0.0645  1.4638
C  -0.4465  -0.3770  -0.5379
N  -3.0699  -0.1658  -0.1972
N  -1.9579  0.2703  0.3715
N  0.6920  0.3030  0.0795
O  0.4209  -2.4498  0.1904
H  -1.1688  -2.3286  -0.9235
H  2.4272  0.9583  -1.0634
H  2.6835  -0.6951  -0.3941
H  1.5478  -0.4050  -1.7056
H  1.4136  2.3889  -0.3155
H  -0.3215  1.9998  -0.7806
H  0.0152  2.1171  0.8995
H  0.2012  -0.0249  2.1808
H  1.5492  -1.0046  1.4882
H  1.8183  0.6029  1.7998
H  -0.4667  -0.1081  -1.6597
H  -3.1693  0.0772  -1.0848
H  -3.3708  -1.0579  0.0269
H  -1.8131  -0.0482  1.3411

Results
LUMO in eV: -3.77
Total charge: +1
HOMO-LUMO gap in eV: 8.96

***

b:
Here is 2 unconnected molecules or ions with the total composition C5H14N3O from OMol25. Energies are from wB97M-V/def2-TZVPD.

Atoms and positions in Å:
C  -3.2156  0.8509  -0.1669
C  2.0959  -1.3689  0.8433
C  0.5457  1.7404  0.6075
C  0.6747  -0.8067  0.7440
C  0.7683  0.4455  -1.4197
N  -2.6275  -0.0465  0.5228
N  0.8827  -0.7409  -2.0452
N  0.7395  0.4836  -0.0891
O  -0.2098  -1.7004  0.1949
H  -4.0959  1.4809  0.1305
H  -2.6640  1.1143  -1.1449
H  2.8378  -0.5605  1.0402
H  2.4687  -1.8075  -0.0331
H  1.8768  -2.1022  1.6176
H  1.3012  1.9436  1.4782
H  0.5649  2.6183  -0.1948
H  -0.3819  1.6739  1.1072
H  0.2939  -0.4053  1.7986
H  0.6162  1.3239  -1.9618
H  0.8595  -1.6549  -1.5500
H  0.8293  -0.8139  -3.0945
H  -3.0381  -0.3109  1.3475
H  -1.1225  -1.3566  0.2676

Results
LUMO in eV: -3.07
Total charge: +1
HOMO-LUMO gap in eV: 11.03

***

Tell me which of them is the most stable. Sure, it is b.

***

a:
Here is a molecular structure, C3H13N3O from OMol25. Energies are from wB97M-V/def2-TZVPD.

Atoms and positions in Å:
C  1.5177  -0.1351  -0.0557
C  -0.4821  -0.3999  -1.6710
N  1.2118  1.2213  0.1863
N  2.4325  -0.3752  -1.0655
O  1.3349  -0.9828  0.8298
H  -0.3216  -0.8406  1.2428
H  2.6402  -1.3491  -1.2228
H  1.3237  1.4848  1.1575
H  1.2074  1.8184  -0.6265
H  2.4779  0.2606  -1.8435
H  0.0144  0.3595  -2.2724
H  -1.5119  -0.3908  -2.0461
H  -0.0797  -1.3666  -1.9664
C  -1.8107  0.5557  1.7578
N  -1.3074  -0.5794  0.9811
H  -1.8730  -1.4078  1.1273
H  -0.9659  -0.4265  -0.3561
H  -2.8481  0.7571  1.4836
H  -1.1940  1.4236  1.5227
H  -1.7661  0.3727  2.8373

Results
LUMO in eV: 0.86
HOMO-LUMO gap in eV: 8.52

***

b:
Here is 2 unconnected molecules or ions with the total composition C3H13N3O from OMol25. Energies are from wB97M-V/def2-TZVPD.

Atoms and positions in Å:
C  0.7928  1.2527  0.4202
N  -0.1034  0.7156  -0.6224
C  -1.5461  0.8968  -0.2244
N  -2.4095  0.1036  -1.0574
C  1.4560  0.1077  1.2280
N  2.3078  -0.7570  0.4274
H  1.6303  1.7288  -0.0874
H  0.2387  1.8232  1.1742
H  0.0024  1.2337  -1.4916
H  -1.6229  0.5811  0.8052
H  -1.7896  1.9993  -0.2346
H  -2.1707  -0.8715  -1.0165
H  -2.2705  0.3940  -2.0193
H  0.6003  -0.4918  1.6209
H  1.9661  0.4418  2.1376
H  1.9696  -0.9100  -0.5143
H  2.3934  -1.6850  0.8161
H  -0.8571  -2.8097  -0.6027
H  -0.4282  -1.4585  -0.6064
O  -0.1592  -2.2947  -0.1528

Results
LUMO in eV: 0.80
HOMO-LUMO gap in eV: 9.43

***

Tell me which of them is the most stable. Sure, it is b.

***

a:
Here is 2 unconnected molecules or ions with the total composition C4H14N2O from OMol25. Energies are from wB97M-V/def2-TZVPD.

Atoms and positions in Å:
C  0.0601  -1.1076  -1.1969
C  0.6313  -0.9338  0.2191
C  1.5730  0.2883  0.3407
C  1.0852  2.5959  1.0259
N  0.8511  1.3505  1.0842
N  -0.9307  -2.2593  -1.1882
H  -0.4141  -0.1635  -1.4749
H  0.8378  -1.3795  -1.8903
H  -0.0753  -0.9596  1.0489
H  1.3054  -1.8092  0.3916
H  2.4640  0.1215  0.9254
H  1.8929  0.6594  -0.6459
H  1.8578  2.9666  0.3589
H  0.6385  3.3356  1.7142
H  0.1494  0.9805  1.7329
H  -0.5203  -3.1880  -1.3342
H  -1.5983  -2.2106  -1.9793
H  -1.4217  -2.2749  -0.2961
H  -2.4821  2.0758  0.4638
H  -3.3855  0.7664  0.4678
O  -2.5184  1.1455  0.2323

Results
LUMO in eV: -8.15
Total charge: +2
HOMO-LUMO gap in eV: 10.39

***

b:
Here is 2 unconnected molecules or ions with the total composition C4H14N2O from OMol25. Energies are from wB97M-V/def2-TZVPD.

Atoms and positions in Å:
C  -1.1361  -1.6756  -0.0484
C  0.0491  -0.6699  -0.2759
C  0.2055  0.3250  0.8052
C  -0.4391  0.3999  1.9600
N  1.5326  1.1253  0.8299
N  -1.7634  -2.2700  -1.3295
H  -1.9355  -1.3079  0.5687
H  -0.6974  -2.5561  0.3901
H  -0.1960  -0.2348  -1.2645
H  0.9593  -1.2669  -0.3416
H  -0.2008  0.9672  2.8573
H  -1.4196  -0.0608  2.0692
H  2.4487  0.6766  0.7743
H  1.3717  1.8056  0.0561
H  1.5465  1.6364  1.7128
H  -2.0808  -3.2416  -1.2768
H  -1.0188  -2.2707  -2.0306
H  -2.5589  -1.6794  -1.5776
H  1.0529  3.6092  -1.3855
H  2.4633  3.3913  -1.6021
O  1.8167  3.2974  -0.8912

Results
LUMO in eV: -6.72
Total charge: +2
HOMO-LUMO gap in eV: 11.78

***

Tell me which of them is the most stable. Sure, it is a.